(1)
This record from the OMol25 dataset describes C21H40BeF4O13 as an isolated structure at a distorted geometry. The level of theory is wB97M-V/def2-TZVPD.

**F_max**: 2.952 eV/A
**HOMO**: -8.371 eV
**Frontier orbital gap**: 0.3007 hartree
**Spin multiplicity**: 1
**ΔE to the lowest compared entry with this formula, charge and spin**: 0.00 kJ/mol
**Electronic energy**: -2216.36381 Eh

The geometry in XYZ format:
```
79
Properties=species:S:1:pos:R:3:forces:R:3:lowdin_charge:R:1
Be -0.69220 0.39929 -0.31076 -1.10 0.91 -0.12 0.97
F -2.35884 1.78394 -1.17131 2.10 -1.78 1.07 -0.53
C 1.57626 -2.36201 1.03237 -1.92 2.00 -0.45 -0.45
O 1.79708 -1.67722 2.25811 1.40 -1.47 0.50 -0.11
O 0.72528 -1.55721 0.32277 0.19 0.29 -1.24 -0.21
C 2.92122 -2.81088 0.31675 0.35 -0.61 0.41 -0.53
F 2.72966 -3.17061 -0.95914 -0.32 0.70 -0.35 0.13
F 3.94980 -1.94093 0.37966 -0.55 0.40 -0.29 0.13
F 3.43323 -3.95496 0.86506 -0.42 0.16 0.52 0.09
C 2.65560 -2.37926 3.20817 -0.76 1.52 0.15 -0.24
C 2.36830 -1.69714 4.56394 0.63 -1.98 -1.25 -0.07
H 2.83197 -2.39469 5.26441 0.25 0.63 0.54 0.07
H 2.79412 -0.69843 4.55175 -0.44 0.10 0.47 0.08
H 1.29663 -1.84760 4.68618 -0.07 0.84 0.27 0.07
H 3.68948 -2.25676 2.88468 0.10 -0.15 0.16 0.11
H 2.42805 -3.43932 3.33407 -0.20 -0.08 -0.52 0.12
H 1.03750 -3.29790 1.22654 0.33 -0.56 0.24 0.14
C 3.48204 2.78581 0.28795 0.64 -0.61 0.09 -0.19
C 2.83454 4.03618 -0.20699 0.76 0.48 -0.17 -0.18
C 1.49933 3.51407 -0.69129 -1.21 0.86 -0.11 -0.17
O 1.20270 2.30047 0.03409 1.05 -0.14 0.78 -0.18
C 2.29864 2.10270 0.98954 1.16 0.52 -1.16 -0.15
H 4.38832 2.95021 0.87314 -0.32 0.07 0.51 0.12
H 3.84832 2.16291 -0.53186 -0.30 -0.05 -0.18 0.10
H 3.45965 4.59409 -0.90586 -0.32 -0.23 -0.49 0.12
H 2.73452 4.73396 0.62768 -0.40 -0.11 0.11 0.12
H 1.36698 3.34309 -1.75956 0.57 -0.36 -0.01 0.10
H 0.75763 4.29092 -0.48466 -0.38 -0.29 0.28 0.12
H 2.59804 1.06479 1.12295 -1.02 -0.24 0.23 0.12
H 2.14526 2.66062 1.91421 -0.53 -0.39 0.22 0.12
C 1.36182 0.51108 -4.56662 -0.27 -0.83 -0.37 -0.17
C 2.51337 -0.03066 -3.73406 0.08 1.77 -0.09 -0.14
C 2.01546 0.22895 -2.32062 0.59 0.36 1.02 -0.18
O 0.74156 0.90753 -2.37285 -0.69 -0.96 0.22 -0.18
C 0.60262 1.46372 -3.69280 -0.62 -0.89 0.20 -0.18
H 0.72745 -0.37191 -4.68374 -0.35 0.22 -0.46 0.11
H 1.53724 0.95646 -5.54570 0.44 -0.24 0.00 0.12
H 3.33512 0.68450 -3.79958 0.60 -0.74 -0.62 0.11
H 2.73313 -1.06219 -3.99376 0.37 0.13 0.20 0.11
H 2.65480 0.96383 -1.82589 0.33 -0.19 -0.04 0.10
H 2.04600 -0.65367 -1.68081 -0.87 0.04 0.03 0.10
H 0.94429 2.49950 -3.71565 0.01 0.02 -0.02 0.12
H -0.42450 1.34340 -4.03686 -0.27 0.77 0.60 0.13
C -4.24042 -0.63228 -3.16012 0.66 0.30 1.93 -0.02
O -3.08017 -1.18202 -3.77435 0.23 -0.38 -0.32 0.00
C -2.12662 -1.64980 -2.96462 0.16 -0.54 -1.40 -0.58
O -1.81257 -1.25718 -1.87506 0.18 0.38 0.92 0.11
O -1.55136 -2.65951 -3.62967 -1.36 0.47 -0.18 0.00
C -0.43107 -3.33280 -3.10235 0.76 0.89 -0.38 -0.02
H -4.60826 -1.38097 -2.45372 -0.59 -0.16 -0.41 0.10
H -4.96138 -0.31980 -3.90704 0.21 -0.15 -0.06 0.10
H -3.91569 0.16521 -2.48530 -0.19 0.51 -0.40 0.08
H -0.58635 -3.67509 -2.08086 0.09 -0.10 -0.12 0.10
H 0.37916 -2.60195 -3.16943 0.35 -0.35 0.54 0.09
H -0.24086 -4.09986 -3.85022 0.04 -0.32 0.47 0.10
C -2.68025 3.62525 1.54661 -0.60 0.41 -0.76 -0.03
O -2.19543 3.05416 2.76915 -0.19 -0.16 0.42 0.02
C -1.33242 2.03564 2.76312 -0.24 0.52 -0.82 -0.58
O -0.80996 1.60162 1.76410 0.32 -0.70 -0.49 0.08
O -1.10628 1.63840 4.00651 -0.15 0.58 0.07 0.03
C -0.29024 0.48308 4.19220 0.08 -0.72 -0.38 -0.03
H -3.14553 4.58168 1.78285 0.54 0.13 0.48 0.09
H -3.51829 3.10373 1.08156 0.33 -0.83 0.29 0.08
H -1.94646 3.75970 0.75423 0.34 -0.24 0.33 0.09
H -0.06519 0.38582 5.25140 -0.23 0.25 0.00 0.10
H 0.64562 0.49787 3.63454 -0.14 0.30 -0.16 0.08
H -0.86210 -0.37974 3.84939 0.14 -0.12 0.05 0.10
C -5.08181 0.33061 1.64579 0.56 1.32 0.52 -0.03
O -4.60026 -0.98191 1.76836 -1.16 -1.05 0.28 0.03
C -3.37266 -1.28547 1.45519 0.75 0.48 -1.72 -0.59
O -2.50011 -0.46155 1.23897 0.37 -0.37 0.03 0.09
O -3.32203 -2.59053 1.25640 -0.03 0.39 0.45 0.02
C -2.11990 -3.21751 0.81335 0.23 -0.67 0.43 -0.02
H -4.95992 0.79334 2.62740 -0.31 0.23 -0.07 0.10
H -6.12744 0.31278 1.34814 0.07 -0.27 0.09 0.10
H -4.50041 0.92620 0.94001 0.06 -0.24 -0.17 0.09
H -1.44052 -3.40335 1.64691 -0.07 0.23 0.14 0.10
H -1.55933 -2.67863 0.05177 -0.33 0.10 -0.06 0.05
H -2.52093 -4.18389 0.51112 0.46 0.00 -0.44 0.10
```
Positions in Å, forces in eV/Å.

***

(2)
This record from the OMol25 dataset describes C21H40Cl3FeN4O4Si as an isolated structure at a distorted geometry. The level of theory is wB97M-V/def2-TZVPD.

**F_max**: 2.880 eV/A
**HOMO (alpha / beta)**: -4.299 / -3.511 eV
**Frontier orbital gap (alpha / beta)**: 0.2512 / 0.2222 hartree
**Net charge**: -1
**Spin multiplicity**: 5
**ΔE to the lowest compared entry with this formula, charge and spin**: 185.43 kJ/mol
**Electronic energy**: -4278.19038 Eh

The geometry in XYZ format:
```
74
Properties=species:S:1:pos:R:3:forces:R:3:mulliken_spin:R:1
C -1.70826 -2.04675 -2.87934 0.27 0.64 -0.32 0.00
C -1.16650 -2.81639 -1.73100 0.17 -0.41 0.93 0.01
H -1.52711 -2.50698 -3.85495 -0.14 0.03 0.19 0.00
H -1.18866 -1.08155 -2.85992 -0.29 -0.25 -0.11 0.00
H -2.78546 -1.84208 -2.77941 0.26 -0.09 0.09 0.00
C -0.66504 -4.04862 -1.82234 -0.49 0.00 0.20 0.00
C -0.54822 -4.81732 -3.09621 0.27 -0.23 -0.28 0.00
H -0.38056 -4.58052 -0.91145 0.12 0.21 -0.19 0.00
H -0.56736 -4.16631 -3.97101 -0.03 -0.11 0.05 0.00
H -1.32078 -5.58294 -3.23183 -0.02 0.06 0.10 0.00
H 0.41105 -5.33504 -3.11083 0.10 -0.16 -0.09 0.00
Fe 0.06721 0.62336 0.46192 0.89 -0.72 0.10 3.66
Cl -2.13428 1.00965 0.84854 -1.69 0.34 0.39 0.06
Cl 1.07333 2.23871 -0.87273 -0.43 0.27 0.14 0.06
H 0.76943 5.00632 4.32444 0.09 -0.06 -0.28 0.00
H -1.37936 5.94892 3.22060 0.22 -0.19 -0.24 0.00
C 1.09163 4.66736 3.32785 -0.03 -0.05 -0.31 0.00
C -0.97266 5.57881 2.26536 0.17 -0.43 -0.34 0.00
N -0.05555 4.45294 2.45849 0.01 0.78 0.62 0.00
H 1.62372 3.71802 3.39750 -0.04 0.12 0.09 0.00
C -0.23004 3.28055 1.83961 0.63 -1.86 -0.15 0.00
O 0.52088 2.28349 1.96310 -1.16 1.94 0.39 0.03
H -1.80021 5.24717 1.62944 0.12 0.05 0.15 0.00
H -1.13730 3.21951 1.21600 0.31 0.08 0.11 0.00
H 1.75951 5.41072 2.87002 -0.10 -0.06 0.24 0.00
H -0.46358 6.39984 1.73916 -0.08 -0.12 0.22 0.00
H 1.59922 -1.52826 -2.33826 0.18 0.23 0.22 0.00
H 2.27980 -3.71178 -0.72608 0.18 0.01 -0.09 0.00
C 2.48222 -1.05889 -1.87783 -0.44 -0.04 -0.18 0.00
C 3.15788 -3.06177 -0.60741 -0.31 0.03 0.07 0.00
N 2.74106 -1.67437 -0.58214 0.76 0.11 0.17 0.01
H 2.28847 0.01377 -1.76429 0.01 -0.33 0.09 0.00
C 2.74412 -0.97914 0.57526 -0.60 1.63 -0.62 0.00
O 2.36111 0.19823 0.69216 1.04 -1.93 0.05 0.01
H 3.64592 -3.31345 0.33974 0.00 -0.04 -0.16 0.00
H 3.14363 -1.55676 1.42925 -0.13 0.05 -0.06 0.00
H 3.34773 -1.22568 -2.54131 -0.10 0.08 0.27 0.00
H 3.84500 -3.23487 -1.44448 -0.04 0.03 0.20 0.00
O -0.22411 -0.98002 -0.57083 0.39 -0.88 -0.06 0.13
C -1.13596 -2.00393 -0.41629 0.10 0.36 0.50 -0.01
C 0.28291 -3.29335 1.38431 0.07 -0.26 0.08 0.00
C -0.95571 -2.92750 0.85260 -0.12 0.84 -1.52 0.01
H 1.20334 -2.80334 1.03197 -0.81 -0.34 0.14 0.00
C 0.33752 -4.29106 2.36763 -0.23 0.31 -0.31 0.00
H -2.13963 -1.54394 -0.30538 -0.02 -0.30 0.11 0.00
C -2.13257 -3.47790 1.34255 0.47 -0.22 -0.08 0.00
H 1.30774 -4.60291 2.76894 -0.34 0.03 -0.07 0.00
C -0.84885 -4.89782 2.79686 0.17 -0.20 0.21 0.00
C -2.08013 -4.49071 2.28395 0.22 0.06 0.24 0.00
H -3.07017 -3.13326 0.91939 -0.01 -0.10 0.07 0.00
H -0.80672 -5.69829 3.53928 -0.03 0.20 -0.19 0.00
H -3.00200 -4.95314 2.60493 -0.03 -0.13 0.19 0.00
Si -0.38169 3.18933 -2.82955 0.20 1.73 -1.19 0.00
Cl -1.07112 1.23490 -3.05957 0.27 0.37 -0.52 0.00
C 1.42244 3.87340 -3.07478 0.39 -0.64 0.36 0.00
C -1.73343 3.99707 -1.75651 0.57 -0.48 0.48 0.00
C -0.84693 4.20900 -4.44415 -0.67 -0.24 -0.61 0.00
H 2.19705 3.33607 -2.50864 -0.32 0.40 -0.40 0.00
H 1.40101 4.90323 -2.68757 -0.03 -0.08 -0.24 0.00
H 1.71595 3.86466 -4.13079 -0.25 0.26 0.11 0.00
H -0.14046 4.09335 -5.28677 -0.21 -0.07 0.36 0.00
H -0.82904 5.28709 -4.17668 0.11 -0.45 0.06 0.00
H -1.85126 4.03735 -4.86819 0.14 -0.06 0.20 0.00
H -1.96318 3.37655 -0.87714 0.09 0.25 -0.17 0.00
H -2.65825 4.11393 -2.34451 0.46 0.00 0.07 0.00
H -1.35034 4.97675 -1.45020 -0.24 0.04 0.11 0.00
N -0.92772 0.34436 3.87710 -0.39 0.33 0.47 0.00
C -0.01620 -0.53355 3.43812 0.35 0.17 -2.85 -0.01
N 0.57404 -1.29718 4.37823 0.63 -0.64 0.72 0.00
O 0.31281 -0.62758 2.23082 -0.29 -0.03 2.37 0.03
H -1.26346 0.23819 4.81178 -0.21 0.08 0.20 0.00
H -1.53575 0.78252 3.19994 0.02 0.02 -0.45 0.00
H 1.10863 -2.09290 4.06373 -0.19 0.17 -0.06 0.00
H 0.17929 -1.33725 5.29982 0.02 -0.14 0.00 0.00
```
Positions in Å, forces in eV/Å.

***

(3)
This record from the OMol25 dataset describes C21H41AlBrCaClF6MgN5O9S as an isolated structure at a distorted geometry. The level of theory is wB97M-V/def2-TZVPD.

**F_max**: 6.148 eV/A
**HOMO**: -9.336 eV
**Frontier orbital gap**: 0.0872 hartree
**Net charge**: +1
**Spin multiplicity**: 1
**Electronic energy**: -6926.13103 Eh

The geometry in XYZ format:
```
88
Properties=species:S:1:pos:R:3:forces:R:3:lowdin_charge:R:1
C 0.62153 -3.87984 -1.31261 -0.40 1.12 0.25 0.13
C -0.09378 -2.63076 -1.63815 0.14 -0.85 1.58 0.00
C -0.58714 -1.62023 -0.46460 1.56 -0.44 -0.77 -0.11
N -1.22225 -0.39162 -0.93156 -1.05 -0.38 -0.54 -0.07
C -2.59275 -0.44357 -1.37735 -1.85 -1.35 2.21 -0.22
F -2.88021 0.18842 -2.70485 0.83 -0.34 0.14 -0.19
C -3.30964 -1.88250 -1.52209 -0.71 0.48 -1.14 -0.14
C -3.12354 -2.54748 -2.99870 -1.14 -0.33 0.73 -0.15
C -0.52710 0.87767 -0.77926 1.73 1.65 -0.32 -0.31
C -1.30250 2.24632 -1.06726 0.59 0.19 -1.05 -0.06
C -2.54175 2.66183 -0.18570 -1.76 1.13 0.25 -0.58
N -2.38507 4.13113 0.15523 -0.32 -0.50 -1.31 0.11
N -3.84181 2.61030 -0.96583 1.19 -0.80 0.04 0.08
N -2.80235 1.97842 1.08731 0.66 0.12 -0.42 0.12
C 0.17991 1.15092 0.65801 1.48 -0.28 5.42 -0.49
O 1.03661 2.09103 0.79797 -2.54 -2.36 -2.00 0.02
O -0.13897 0.43867 1.79501 0.20 1.54 -5.37 -0.07
C 0.72164 0.93726 -1.83931 0.60 1.09 1.76 -0.47
Br 0.19890 0.25116 -3.66774 0.17 0.22 0.18 0.65
C 2.05256 0.20193 -1.43820 1.55 1.12 -2.10 -0.34
C 3.27152 1.28429 -1.53768 -0.25 0.80 -0.47 -0.15
H 1.75667 -3.87028 -1.25207 -1.59 0.08 1.26 0.11
H 0.04420 -4.86898 -1.18121 1.17 1.35 -1.38 0.10
H -0.31256 -2.46901 -2.74393 -0.82 -0.27 1.59 0.03
H -1.28498 -2.15879 0.28259 1.34 0.33 -1.39 0.16
H 0.38891 -1.49249 0.16355 -1.29 0.23 -0.31 0.13
H -3.29074 0.11754 -0.64926 1.25 -0.35 -1.60 0.15
H -4.43993 -1.65117 -1.48238 1.94 -0.34 0.36 0.13
H -3.12465 -2.60568 -0.67136 -0.19 1.06 -1.01 0.08
H -2.26886 -2.07921 -3.58444 -0.84 -1.41 1.13 -0.14
H -4.09512 -2.37966 -3.60214 1.58 -0.12 0.80 0.10
H -3.03089 -3.69584 -2.92122 0.25 1.85 -0.25 0.10
H -0.51297 3.08288 -0.95161 -1.09 -1.61 0.17 0.14
H -1.54433 2.25815 -2.19952 -0.01 0.01 1.78 0.12
H -2.08921 4.57169 -0.74118 -0.08 -0.12 0.99 0.09
H -3.34351 4.51523 0.30271 0.77 -0.55 0.07 0.06
H -3.66660 2.49140 -1.96990 -0.36 -0.12 0.62 0.06
H -4.46563 1.89038 -0.58015 0.30 0.54 -0.31 0.08
H -2.48543 1.00345 1.13003 0.10 0.67 0.12 0.07
H -2.43542 2.50708 1.89020 -0.04 -0.41 -0.65 0.09
H 0.99138 2.04132 -2.03979 -0.57 -1.86 0.27 0.11
H 2.30924 -0.58544 -2.24735 -0.47 0.74 1.61 0.10
H 2.12291 -0.34221 -0.41916 -0.37 0.47 -0.45 -0.07
H 4.14518 1.02154 -0.86619 -1.23 0.17 -1.19 0.00
H 2.93076 2.33920 -1.22161 0.27 -1.76 -0.29 0.08
H 3.61520 1.40077 -2.63160 -0.44 -0.35 1.64 0.09
Mg -2.07342 -0.58924 -4.83219 -0.05 0.54 -0.09 0.43
C 0.17477 -5.73007 2.38815 0.61 0.06 -0.09 -0.11
C 0.47815 -6.78118 1.34912 0.87 -0.64 -1.18 -0.52
O 1.39627 -6.66216 0.56684 -0.55 0.24 0.56 0.11
N -0.31699 -7.89055 1.30576 -0.11 0.51 0.44 0.03
C -1.45238 -8.22050 2.14093 0.56 -0.99 -1.23 -0.06
H 0.89763 -4.90034 2.29797 -0.07 0.72 -0.35 0.08
H -0.83238 -5.32711 2.23082 0.31 0.55 -1.13 0.01
H 0.26449 -6.16066 3.39593 0.93 -0.37 -0.01 0.03
H -0.04894 -8.54613 0.58323 -0.10 -0.04 0.10 0.16
H -1.24195 -9.16649 2.64429 -0.31 0.16 0.35 0.11
H -2.32435 -8.34359 1.49556 -0.29 0.15 0.43 0.12
H -1.65830 -7.45193 2.88567 -0.04 -0.70 -0.45 -0.04
Cl 3.60693 -0.73373 0.67789 0.01 -0.66 0.58 0.15
Al -0.28560 -2.88655 -5.69015 -0.12 0.26 -0.04 0.52
C -5.87853 4.01322 3.66017 -0.14 -2.19 1.64 -0.63
F -5.22950 2.87704 3.33289 -0.34 0.89 -0.41 0.11
F -7.18973 3.76014 3.48359 0.83 0.93 -0.47 0.14
F -5.70125 4.17949 4.98725 0.00 0.56 -0.85 0.12
S -5.30483 5.48270 2.66916 -5.76 -0.28 -2.14 0.63
O -5.56362 5.13855 1.28148 1.08 -0.18 1.28 -0.26
O -3.84531 5.63510 2.96957 3.79 -1.54 2.56 -0.10
O -6.09745 6.60385 3.14228 1.65 -0.73 0.23 -0.21
F 1.14766 -3.11374 1.49267 -0.71 -0.93 -0.51 -0.53
O -4.84808 -2.63011 1.08323 0.38 -0.78 -0.13 -0.40
H -4.15281 -2.34396 1.67635 0.20 0.41 0.39 -0.17
Ca -1.61702 -5.78190 3.97544 -1.85 1.55 1.85 1.57
F -3.17704 4.14770 4.02277 -0.99 2.45 -2.01 -0.04
O 6.22565 3.36547 -2.55845 0.55 0.24 0.56 0.09
C 6.63504 3.65102 -1.45533 -0.45 -0.41 -0.35 -0.52
O 7.93337 3.95245 -1.27476 0.20 0.25 -0.46 0.00
C 8.47557 4.49576 -0.06241 0.04 -0.13 0.25 -0.23
C 8.83014 3.39463 0.91607 -0.10 -0.20 0.05 -0.07
C 5.72964 3.58185 -0.25755 -0.30 0.57 0.19 0.01
H 7.80384 5.24180 0.36983 -0.05 -0.13 -0.04 0.11
H 9.38480 5.02855 -0.34784 -0.15 -0.08 -0.23 0.12
H 7.94769 2.82702 1.21866 0.02 0.11 0.05 0.07
H 9.29745 3.81083 1.81126 -0.02 -0.01 -0.07 0.08
H 9.52127 2.68407 0.45595 0.01 0.15 0.01 0.08
H 5.70884 2.55806 0.11909 0.01 0.07 0.02 0.09
H 4.72491 3.87087 -0.56945 0.11 -0.25 -0.05 0.09
H 6.00796 4.26450 0.54259 0.11 -0.18 0.10 0.07
```
Positions in Å, forces in eV/Å.